{"formula": "C21H42N2O", "method": "wB97M-V/def2-TZVPD", "elements": ["C", "C", "C", "N", "C", "C", "C", "C", "C", "C", "C", "C", "C", "C", "H", "H", "H", "H", "H", "H", "H", "H", "H", "H", "H", "H", "H", "H", "H", "H", "H", "H", "H", "H", "H", "H", "C", "C", "N", "C", "C", "C", "C", "C", "O", "C", "H", "H", "H", "H", "H", "H", "H", "H", "H", "H", "H", "H", "H", "H", "H", "H", "H", "H", "H", "H"], "coordinates": [[3.740, 3.765, -0.293], [2.769, 3.217, 0.160], [1.586, 2.528, 0.747], [0.899, 1.621, -0.128], [1.826, 0.648, -0.626], [1.146, -0.687, -0.997], [2.123, -1.866, -0.846], [1.743, -3.058, -1.736], [2.264, -2.325, 0.627], [3.584, -1.948, 1.311], [4.775, -2.334, 0.478], [5.738, -1.522, 0.046], [5.974, -0.124, 0.539], [6.692, -1.973, -1.039], [4.658, 4.119, -0.695], [0.915, 3.334, 1.071], [1.966, 2.018, 1.664], [2.596, 0.405, 0.138], [2.378, 0.965, -1.536], [0.258, -0.832, -0.374], [0.866, -0.644, -2.057], [3.082, -1.498, -1.223], [1.027, -3.731, -1.258], [1.384, -2.741, -2.717], [2.640, -3.658, -1.926], [1.421, -1.912, 1.187], [2.171, -3.416, 0.647], [3.635, -2.450, 2.285], [3.622, -0.880, 1.517], [4.808, -3.380, 0.175], [6.998, -0.054, 0.920], [5.296, 0.188, 1.329], [5.897, 0.598, -0.280], [6.824, -1.159, -1.754], [6.286, -2.842, -1.554], [7.666, -2.225, -0.611], [-4.957, 3.059, 0.188], [-3.965, 2.066, -0.381], [-3.212, 1.247, 0.634], [-2.386, 2.182, 1.477], [-2.177, 0.399, -0.070], [-2.643, -0.694, -1.017], [-4.082, 0.473, 1.587], [-5.124, -0.477, 1.032], [-6.095, 0.208, 0.272], [-6.676, -0.554, -0.776], [-4.475, 3.831, 0.786], [-5.448, 3.560, -0.646], [-5.733, 2.583, 0.783], [-3.196, 2.592, -0.947], [-4.459, 1.378, -1.059], [-1.763, 2.782, 0.818], [-1.754, 1.587, 2.130], [-3.047, 2.807, 2.071], [-1.555, -0.026, 0.715], [-1.556, 1.125, -0.600], [-2.884, -1.620, -0.496], [-1.805, -0.923, -1.674], [-3.487, -0.409, -1.644], [-4.579, 1.216, 2.210], [-3.391, -0.090, 2.215], [-5.611, -0.931, 1.904], [-4.674, -1.289, 0.462], [-6.586, -1.627, -0.598], [-6.201, -0.308, -1.731], [-7.732, -0.295, -0.837]], "forces_ev_per_angstrom": [[0.10, -0.27, -0.05], [0.03, 0.17, 0.18], [-0.07, -0.04, -0.48], [-0.50, 0.09, 0.17], [-0.61, -0.27, 0.32], [0.66, 0.06, -0.30], [-0.51, -0.01, -0.19], [0.56, -0.12, -0.01], [0.19, 0.08, -0.40], [0.38, -0.03, 0.37], [-0.14, 0.09, 0.15], [-0.01, -0.13, -0.18], [-0.04, 0.07, -0.20], [-0.10, -0.05, 0.57], [-0.07, 0.15, -0.03], [-0.07, -0.11, 0.14], [0.09, 0.14, 0.06], [0.10, 0.08, -0.06], [0.24, 0.02, 0.14], [-0.01, -0.03, -0.05], [-0.37, 0.04, 0.10], [0.07, -0.03, 0.16], [-0.23, 0.16, -0.10], [-0.17, 0.01, 0.07], [-0.07, -0.09, 0.07], [0.07, -0.07, 0.15], [-0.01, 0.01, 0.11], [-0.09, -0.01, -0.01], [-0.15, 0.00, -0.03], [-0.14, 0.09, -0.32], [-0.01, 0.01, 0.02], [0.00, -0.01, -0.01], [-0.05, 0.02, 0.03], [0.08, -0.07, -0.08], [0.14, -0.03, -0.05], [0.08, 0.05, -0.17], [0.01, 0.04, 0.19], [-0.05, 0.12, -0.20], [0.07, 0.12, 0.19], [-0.13, 0.05, 0.04], [0.19, -0.12, -0.41], [-0.15, -0.07, 0.09], [-0.07, 0.15, -0.04], [-0.07, -0.12, -0.05], [0.02, -0.02, 0.00], [-0.03, 0.09, -0.01], [0.02, 0.02, -0.04], [0.01, -0.03, -0.03], [-0.02, -0.04, -0.05], [0.07, -0.06, 0.04], [-0.04, -0.06, 0.08], [0.13, -0.10, 0.01], [0.09, 0.02, -0.06], [-0.02, 0.01, -0.02], [0.11, 0.12, -0.03], [0.32, -0.13, 0.16], [-0.07, 0.01, -0.02], [0.03, 0.09, 0.01], [0.01, 0.01, -0.03], [-0.01, -0.02, 0.03], [-0.03, -0.01, 0.04], [0.11, -0.04, 0.05], [0.04, 0.07, -0.07], [-0.02, -0.01, 0.02], [0.03, -0.07, 0.00], [0.00, 0.01, 0.01]], "spin_multiplicity": 1, "max_force_ev_per_a": 0.7, "total_energy_ha": -1009.8384, "gap_ev": 4.76}